The following is a DFT calculation (ωB97M-V/def2-TZVPD) of a molecular structure, C41H38Cl6N4O3S4Ti.

XYZ file:
```
97
Properties=species:S:1:pos:R:3:forces:R:3
Ti -1.591 -0.923 0.174 0.0 -0.4 -0.3
C 7.586 8.951 -2.640 0.0 0.0 0.0
O 7.345 8.335 -1.379 0.0 0.0 0.0
C 6.421 7.365 -1.311 0.0 0.0 0.0
C 5.669 6.910 -2.394 0.0 0.0 0.0
C 4.742 5.900 -2.207 0.0 0.0 0.0
C 4.549 5.325 -0.955 0.0 0.0 0.0
C 5.304 5.795 0.126 0.0 0.0 0.0
C 6.227 6.799 -0.046 0.0 0.0 0.0
C 3.571 4.258 -0.804 0.0 0.0 0.0
N 2.625 3.948 -1.669 0.0 0.0 0.0
C 1.967 2.893 -1.119 0.0 0.0 0.0
C 2.513 2.538 0.101 0.0 0.0 0.0
N 3.540 3.425 0.288 0.0 0.0 0.0
C 2.039 1.443 0.874 0.1 -0.2 0.0
C 2.586 0.974 2.080 0.0 0.0 0.0
C 2.040 -0.131 2.685 0.0 0.0 0.0
C 0.928 -0.753 2.109 0.0 0.0 0.0
N 0.390 -0.327 0.981 -0.2 0.2 0.1
C 0.946 0.732 0.348 -0.1 0.2 0.0
C 0.347 1.115 -0.903 -0.1 0.0 0.0
N -0.733 0.396 -1.309 0.0 0.1 0.1
C -1.276 0.664 -2.489 0.0 0.0 0.0
C -0.796 1.676 -3.321 0.0 0.0 0.0
C 0.259 2.449 -2.899 0.0 0.0 0.0
C 0.855 2.176 -1.657 0.0 -0.1 -0.1
H 8.358 9.692 -2.464 0.0 0.0 0.0
H 6.686 9.444 -3.012 0.0 0.0 0.0
H 7.940 8.221 -3.370 0.0 0.0 0.0
H 5.801 7.333 -3.378 0.0 0.0 0.0
H 4.158 5.542 -3.044 0.0 0.0 0.0
H 5.156 5.399 1.124 0.0 0.0 0.0
H 6.810 7.176 0.783 0.0 0.0 0.0
H 4.201 3.448 1.046 0.0 0.0 0.0
H 3.435 1.473 2.530 0.0 0.0 0.0
H 2.444 -0.516 3.611 0.0 0.0 0.0
H 0.471 -1.612 2.577 0.0 0.1 0.0
H -2.118 0.055 -2.785 0.0 0.0 0.0
H -1.274 1.847 -4.274 0.0 0.0 0.0
H 0.647 3.262 -3.499 0.0 0.0 0.0
Cl -7.953 -1.711 -3.945 0.0 0.0 0.0
C -6.524 -1.526 -3.025 0.0 0.0 0.0
C -6.072 -0.249 -2.686 0.0 0.0 0.0
Cl -6.947 1.133 -3.182 0.0 0.0 0.0
C -4.907 -0.098 -1.938 0.0 0.0 0.0
Cl -4.348 1.465 -1.486 0.0 0.0 0.0
C -4.187 -1.218 -1.528 -0.1 -0.1 0.0
O -3.073 -1.092 -0.798 0.2 0.1 0.1
C -4.653 -2.490 -1.857 0.0 0.0 0.0
Cl -3.760 -3.859 -1.302 0.0 0.0 0.0
C -5.813 -2.651 -2.605 0.0 0.0 0.0
Cl -6.362 -4.223 -2.999 0.0 0.0 0.0
C 2.721 -2.301 -2.214 0.0 0.0 -0.1
C 1.266 -2.092 -2.634 0.1 0.0 0.2
S -0.052 -2.550 -1.479 -0.1 -0.1 -0.1
C 0.075 -4.330 -1.217 0.1 0.0 0.1
C 1.256 -4.824 -0.384 0.0 0.0 0.1
S 1.360 -3.973 1.216 0.1 0.0 -0.1
C 3.133 -3.664 1.425 0.0 -0.1 0.0
C 3.900 -3.114 0.229 0.0 0.1 0.0
S 3.185 -1.655 -0.584 0.0 0.0 0.0
H 3.343 -1.802 -2.958 0.0 0.0 0.0
H 2.984 -3.355 -2.254 0.0 0.0 0.0
H 1.082 -2.622 -3.570 0.0 0.0 0.0
H 1.078 -1.034 -2.826 0.0 0.0 0.0
H 0.059 -4.825 -2.190 0.0 0.0 0.0
H -0.867 -4.580 -0.724 0.0 0.0 0.0
H 2.190 -4.678 -0.916 0.0 0.0 0.0
H 1.145 -5.896 -0.222 0.0 0.0 0.0
H 3.626 -4.575 1.765 0.0 0.0 0.0
H 3.168 -2.954 2.254 0.0 0.0 0.0
H 4.059 -3.879 -0.529 0.0 0.0 0.0
H 4.894 -2.832 0.577 0.0 0.0 0.0
C -7.399 -1.824 4.724 0.0 0.0 0.0
C -6.026 -2.173 4.234 0.0 0.0 0.0
C -4.898 -1.900 5.002 0.0 0.0 0.0
C -3.630 -2.214 4.538 0.0 0.0 0.0
C -3.501 -2.821 3.298 0.1 0.0 0.0
C -4.611 -3.102 2.503 0.0 0.0 0.0
C -5.861 -2.775 2.980 0.0 0.0 0.0
S -1.872 -3.139 2.742 -0.2 -0.1 0.1
C -1.982 -4.838 2.217 0.0 0.0 0.0
O -1.755 -2.385 1.385 0.2 0.1 -0.1
H -7.375 -1.429 5.737 0.0 0.0 0.0
H -8.047 -2.702 4.710 0.0 0.0 0.0
H -7.855 -1.076 4.074 0.0 0.0 0.0
H -5.011 -1.434 5.972 0.0 0.0 0.0
H -2.755 -1.994 5.138 0.0 0.0 0.0
H -4.497 -3.545 1.521 0.0 0.0 0.0
H -6.735 -2.986 2.375 0.0 0.0 0.0
H -2.753 -4.930 1.455 0.0 0.0 0.0
H -2.238 -5.424 3.099 0.0 0.0 0.0
H -1.001 -5.130 1.847 0.0 0.0 0.0
Cl -3.944 0.365 1.836 0.0 0.0 0.1
C -2.239 0.617 1.421 0.1 0.0 0.0
H -1.660 0.610 2.344 0.0 0.0 0.0
H -2.127 1.582 0.926 0.0 0.0 0.0
```
Forces are in eV/Å.

frontier orbital gap = 5.66 eV
E = -7232.96997 Ha
net charge = +2
energy above the lowest of the compared OMol25 structures with the same formula, charge and spin = 2.3 kcal/mol
HOMO level = -11.7 eV

The following is a DFT calculation (ωB97M-V/def2-TZVPD) of a molecular structure, C13H27GaNO4S.

XYZ file:
```
47
Properties=species:S:1:pos:R:3:forces:R:3
N 1.763 -2.827 -2.453 -0.4 0.1 -1.8
C 1.116 -2.432 -3.353 -2.1 1.8 0.1
O 0.219 -1.805 -4.134 2.9 -2.0 1.6
Ga -1.145 -0.997 -3.021 -0.1 0.4 0.9
S -2.805 -2.583 -2.750 -0.3 -0.8 -0.5
H -1.652 0.372 -3.651 -0.1 -0.3 -0.2
H -0.483 -0.797 -1.565 0.1 -0.1 -0.3
H -2.225 -3.830 -2.788 0.0 1.0 0.0
C -2.048 2.038 1.619 0.0 -0.2 0.2
C -0.778 2.857 1.756 0.0 0.3 0.1
C 0.005 2.424 0.528 0.1 -0.3 -0.2
O -0.957 2.100 -0.481 0.0 0.2 0.3
C -2.257 2.033 0.116 -0.1 0.0 -0.3
H -2.899 2.450 2.165 0.0 0.0 0.0
H -1.874 1.020 1.974 -0.1 0.0 -0.1
H -1.014 3.924 1.694 0.0 0.0 0.0
H -0.238 2.682 2.688 0.0 0.0 0.0
H 0.598 1.526 0.730 0.1 0.1 0.1
H 0.673 3.205 0.158 0.0 0.0 -0.1
H -2.823 2.915 -0.210 -0.1 0.0 0.1
H -2.774 1.139 -0.233 0.1 0.0 0.0
C -1.703 -3.180 1.692 0.2 0.1 0.1
C -2.592 -2.975 2.907 -0.2 -0.2 0.1
C -3.115 -1.567 2.679 0.0 0.2 -0.2
O -3.178 -1.373 1.265 0.1 -0.1 0.4
C -2.476 -2.447 0.610 -0.1 -0.1 -0.1
H -1.523 -4.227 1.450 0.0 0.0 0.0
H -0.735 -2.695 1.854 0.0 0.0 0.0
H -3.420 -3.690 2.886 0.0 0.0 0.0
H -2.070 -3.086 3.859 0.0 0.0 0.0
H -2.431 -0.817 3.094 0.0 0.0 0.2
H -4.106 -1.411 3.114 0.0 0.1 -0.1
H -3.219 -3.099 0.143 0.1 0.0 -0.1
H -1.831 -2.045 -0.168 -0.1 0.1 0.0
C 3.830 1.121 -2.087 -0.2 0.1 -0.2
C 5.041 1.787 -1.458 0.3 -0.1 -0.1
C 4.543 2.086 -0.056 -0.3 0.0 0.2
O 3.594 1.070 0.269 0.1 0.1 -0.1
C 3.262 0.329 -0.922 0.0 -0.3 0.1
H 4.070 0.495 -2.946 0.0 0.0 0.1
H 3.111 1.881 -2.407 0.0 -0.1 0.0
H 5.874 1.079 -1.416 0.0 0.0 0.0
H 5.379 2.679 -1.989 0.0 0.0 0.0
H 4.030 3.054 -0.015 0.1 0.1 0.0
H 5.347 2.088 0.684 -0.1 0.0 0.1
H 3.732 -0.656 -0.845 -0.1 0.0 -0.1
H 2.183 0.185 -0.985 0.0 0.0 0.1
```
Forces are in eV/Å.

frontier orbital gap = 7.87 eV
E = -3190.24339 Ha
net charge = -1
HOMO level = -4.9 eV

The following is a DFT calculation (ωB97M-V/def2-TZVPD) of a single C5H3I molecule.

XYZ file:
```
9
Properties=species:S:1:pos:R:3:forces:R:3
C 0.352 -0.124 -0.020 7.1 0.2 0.4
C 2.104 -0.046 0.016 -0.5 -1.1 0.5
C -0.838 -0.133 0.088 -0.7 0.3 0.1
C 3.369 -0.158 0.135 -6.2 0.8 -0.8
C -2.294 0.026 -0.055 1.1 0.8 3.9
I 5.354 -0.013 -0.004 -0.2 -0.1 0.1
H -2.598 1.027 0.135 0.4 1.4 -0.3
H -2.950 -0.387 0.710 0.4 -1.3 -0.2
H -2.499 -0.192 -1.005 -1.5 -1.2 -3.7
```
Forces are in eV/Å.

frontier orbital gap = 9.51 eV
E = -489.79606 Ha
energy above the lowest of the compared OMol25 structures with the same formula, charge and spin = 40.7 kcal/mol
HOMO level = -9.3 eV

The following is a DFT calculation (ωB97M-V/def2-TZVPD) of a molecular structure, C9H14N3O.

XYZ file:
```
27
Properties=species:S:1:pos:R:3:forces:R:3
C -1.309 1.415 -0.843 3.7 -2.6 0.5
C -0.198 0.793 -1.399 -1.9 2.7 1.6
C -0.972 1.742 2.057 0.8 0.7 -3.0
C 0.630 0.644 -2.561 0.5 -1.6 -1.9
C 1.473 -0.704 -2.526 -2.6 -0.2 0.0
C 1.930 -1.143 -1.134 -4.4 0.0 -0.7
C 0.756 -1.001 -0.099 2.6 1.4 0.5
C -0.831 1.079 0.511 -2.5 -3.3 3.1
C -2.207 0.568 3.803 0.0 -2.1 1.5
N -1.620 -0.277 1.516 2.5 1.4 -2.0
N -1.524 0.671 2.543 -0.6 -0.9 1.8
N 0.400 0.434 -0.081 0.8 2.4 0.1
O -0.703 2.841 2.409 0.3 0.4 0.5
H -2.206 1.844 -1.103 -1.6 1.0 -1.0
H 0.006 0.525 -3.506 0.9 1.0 1.1
H 1.430 1.419 -2.579 -1.0 0.1 -0.2
H 0.814 -1.493 -3.019 1.2 0.8 0.5
H 2.291 -0.399 -3.119 1.1 -0.6 -0.9
H 2.149 -2.163 -1.185 0.9 -1.5 0.2
H 2.700 -0.536 -0.879 2.7 1.4 1.3
H -0.153 -1.388 -0.385 -1.8 -1.8 -0.6
H 1.038 -1.273 0.907 0.0 -0.4 0.2
H -1.708 -0.077 4.665 -0.6 1.3 -2.1
H -2.288 1.579 4.105 -0.2 0.9 0.8
H -3.230 0.142 3.661 0.7 0.4 -0.1
H -2.591 -0.364 1.311 -1.2 0.1 -0.7
H 1.178 1.077 0.202 -0.2 -0.9 -0.5
```
Forces are in eV/Å.

frontier orbital gap (alpha / beta) = 8.44 / 8.44 eV
E = -590.41898 Ha
net charge = +1
energy above the lowest of the compared OMol25 structures with the same formula, charge and spin = 83.8 kcal/mol
HOMO level (alpha / beta) = -12.5 / -12.5 eV